# 1
Here is an isolated molecule of C3H5NO2 from the Open Molecules 2025 dataset. Energies are from wB97M-V/def2-TZVPD.

Geometry (Å):
N: 1.4676 0.5125 0.5732
C: 1.3095 0.0223 -0.5792
O: 0.2588 -0.7573 -0.9052
C: -0.7530 -0.8442 0.0952
C: -1.3886 0.5267 0.2753
O: -1.6865 1.0186 1.3295
H: 2.3151 1.0727 0.6201
H: 1.9489 0.1432 -1.4562
H: -0.3691 -1.2252 1.0469
H: -1.5037 -1.5244 -0.3213
H: -1.5988 1.0550 -0.6783

Atoms 1-3, force components in eV/Å:
N 0.004 -0.082 -0.378
C 0.163 0.033 0.093
O 0.039 0.096 -0.016

As for the largest force on an atom: 0.0088 hartree/bohr. The orbital gap comes out at 0.39493 hartree. The HOMO energy is -9.9 eV. As for the total charge: 0. The calculation puts the energy above the lowest of the compared OMol25 structures with the same formula, charge and spin at 1.674 eV. Its structure (SMILES) is [H]/N=C/OCC=O.

Partial charges, Mulliken, in e: N -0.59; C 0.12; O -0.36; C -0.31; C 0.07; O -0.46; H 0.22; H 0.38; H 0.30; H 0.28; H 0.33

# 2
Here is an isolated molecule of C3H5NO2 from the Open Molecules 2025 dataset. Energies are from wB97M-V/def2-TZVPD.

Geometry (Å):
C: 0.6090 -0.6107 0.9908
C: -0.3425 -0.3488 0.0630
N: -1.6058 -0.7638 0.3039
O: -0.1645 0.1863 -1.1823
C: 0.8211 1.1143 -1.3487
O: 1.1038 1.5750 -2.4068
H: 0.4478 -0.4292 2.0378
H: 1.6461 -0.7122 0.7501
H: -1.4121 -1.1501 1.2687
H: -2.3809 -0.2243 -0.0863
H: 1.2781 1.3636 -0.3903

Atoms 1-3, force components in eV/Å:
C 0.793 0.908 -0.489
C 0.795 -0.111 0.159
N 0.619 -0.159 0.991

As for the largest force on an atom: 0.0500 hartree/bohr. The orbital gap comes out at 0.34842 hartree. The HOMO energy is -8.7 eV. As for the total charge: 0. The calculation puts the energy above the lowest of the compared OMol25 structures with the same formula, charge and spin at 2.090 eV. Its structure (SMILES) is C=C(N)OC=O.

Partial charges, Mulliken, in e: C -1.08; C 0.69; N -0.46; O -0.38; C 0.13; O -0.43; H 0.26; H 0.37; H 0.28; H 0.25; H 0.36

# 3
Here is a structure of composition C3H5NO2 from the Open Molecules 2025 dataset. Energies are from wB97M-V/def2-TZVPD.

Geometry (Å):
C: -0.5957 0.5962 -0.2921
C: 0.8544 0.6649 0.2395
C: 1.6682 -0.6167 -0.2229
H: -3.2162 -0.8715 0.4476
H: -1.0103 1.1805 -1.2728
H: 0.9263 0.6111 1.4243
H: 1.5118 1.5052 -0.0208
H: 0.7999 -1.6021 -0.5524
N: -1.3455 -0.4230 0.4248
O: -2.6438 -0.4960 -0.1654
O: 3.0509 -0.5485 -0.0097

Atoms 1-3, force components in eV/Å:
C -2.768 -3.665 2.245
C 0.434 -1.529 0.841
C 5.460 -0.007 2.009

As for the largest force on an atom: 0.1909 hartree/bohr. The orbital gap comes out at 0.35079 hartree. The HOMO energy is -9.8 eV. As for the total charge: 0. The calculation puts the energy above the lowest of the compared OMol25 structures with the same formula, charge and spin at 6.487 eV.

Partial charges, Mulliken, in e: C -0.08; C -0.30; C 0.07; H 0.33; H 0.30; H 0.22; H 0.32; H 0.26; N -0.27; O -0.37; O -0.48

# 4
Here is an isolated molecule of C3H5NO2 from the Open Molecules 2025 dataset. Energies are from wB97M-V/def2-TZVPD.

Geometry (Å):
C: -1.7671 0.0509 -0.0473
C: -0.3139 0.3430 0.0111
O: -0.0580 1.4990 -0.3129
N: 0.6989 -0.5480 0.2504
C: 2.0131 -0.1935 -0.0561
O: 2.9500 -0.9075 0.1945
H: -1.7392 1.0035 -0.6955
H: -2.2990 0.4111 0.8329
H: -2.0967 -0.9839 -0.2743
H: 0.5422 -1.4622 0.6494
H: 2.0699 0.7875 -0.5522

Atoms 1-3, force components in eV/Å:
C 0.033 0.803 -0.159
C 0.575 0.909 0.003
O 1.195 -0.132 0.433

As for the largest force on an atom: 0.0609 hartree/bohr. The orbital gap comes out at 0.40072 hartree. The HOMO energy is -10.2 eV. As for the total charge: 0. The calculation puts the energy above the lowest of the compared OMol25 structures with the same formula, charge and spin at 1.155 eV. Its structure (SMILES) is CC(=O)NC=O.

Partial charges, Mulliken, in e: C -0.91; C 0.69; O -0.60; N -0.15; C 0.07; O -0.51; H 0.29; H 0.28; H 0.30; H 0.21; H 0.34

# 5
Here is an isolated molecule of C3H5NO2 from the Open Molecules 2025 dataset. Energies are from wB97M-V/def2-TZVPD.

Geometry (Å):
O: -1.2147 -1.0202 -1.8842
C: -0.5792 -0.4594 -0.8632
N: -0.9877 0.5777 -0.2553
C: 0.0661 0.9001 0.6941
C: 0.9905 -0.3397 0.6714
O: 0.5676 -1.0589 -0.5087
H: -1.9635 -0.4158 -2.0167
H: 0.5826 1.8078 0.3601
H: -0.3510 1.0927 1.6861
H: 0.8394 -0.9936 1.5361
H: 2.0524 -0.1089 0.5695

Atoms 1-3, force components in eV/Å:
O -0.053 0.061 0.034
C -0.157 0.279 0.129
N 0.112 -0.232 -0.165

As for the largest force on an atom: 0.0070 hartree/bohr. The orbital gap comes out at 0.37774 hartree. The HOMO energy is -9.4 eV. As for the total charge: 0. The calculation puts the energy above the lowest of the compared OMol25 structures with the same formula, charge and spin at 0.872 eV. Its structure (SMILES) is OC1=NCCO1.

Partial charges, Mulliken, in e: O -0.47; C 0.65; N -0.59; C -0.30; C -0.27; O -0.37; H 0.37; H 0.23; H 0.27; H 0.24; H 0.25

# 6
Here is an isolated molecule of C3H5NO2 from the Open Molecules 2025 dataset. Energies are from wB97M-V/def2-TZVPD.

Geometry (Å):
O: -0.5571 2.0223 0.9564
C: -0.1151 1.0062 1.4396
C: 0.4051 -0.1437 0.6131
N: 0.1728 0.0963 -0.7859
C: -0.2553 -0.9049 -1.6020
O: -0.2933 -2.0767 -1.2881
H: -0.0398 0.8747 2.5366
H: 1.4750 -0.2607 0.8497
H: -0.0802 -1.0816 0.9103
H: -0.0331 1.0528 -1.0402
H: -0.5576 -0.5343 -2.5994

Atoms 1-3, force components in eV/Å:
O 0.179 -0.479 0.243
C -0.066 0.307 -0.152
C -0.010 0.010 0.035

As for the largest force on an atom: 0.0110 hartree/bohr. The orbital gap comes out at 0.40409 hartree. The HOMO energy is -10.2 eV. As for the total charge: 0. The calculation puts the energy above the lowest of the compared OMol25 structures with the same formula, charge and spin at 0.770 eV. Its structure (SMILES) is O=CCNC=O.

Partial charges, Mulliken, in e: O -0.49; C 0.12; C -0.50; N -0.17; C 0.07; O -0.56; H 0.34; H 0.24; H 0.33; H 0.29; H 0.33

Among the records above, which one has the highest orbital gap? number 6